No. 1
26
Properties=species:S:1:pos:R:3:forces:R:3 method="wB97M-V/def2-TZVPD" total_charge=0 homo_lumo_gap_ev="8.90 / 8.90" multiplicity=1 total_energy_ha=-501.91601 e_homo_ha="-0.3058 / -0.3058"
O 1.632 1.130 -0.850 -0.1926 -0.1657 0.1872
O 0.737 -0.729 2.746 0.0083 -0.2806 -0.1402
O 0.915 1.101 1.247 0.0063 -0.1018 -0.2223
C 0.714 -1.761 2.029 0.0239 0.3179 -0.0039
C -0.735 0.076 -1.973 0.0462 0.0414 0.1441
C -0.699 0.635 -0.546 -0.0144 -0.0100 -0.0091
C 1.547 -1.458 -0.040 -0.2901 0.2917 0.1991
C 0.723 0.678 0.037 0.0834 0.0126 0.0359
C -1.147 2.121 -0.572 0.0881 -0.1798 0.0156
C -1.650 -0.158 0.352 0.1151 0.0600 -0.0720
H -2.158 2.183 -0.979 0.0312 -0.0355 0.0076
H -1.745 0.188 -2.374 0.0147 0.0181 0.0361
H -1.149 2.545 0.432 0.0006 -0.0231 -0.0121
H -2.678 0.009 0.025 0.0259 0.0212 -0.0149
H 1.513 -2.499 2.147 -0.0095 0.0578 -0.0445
H -0.488 -0.985 -1.993 -0.0056 0.0107 0.0222
H -1.575 0.144 1.397 0.0132 0.0185 0.0002
H 2.571 -1.233 0.253 0.0326 -0.0197 -0.0137
H 0.709 0.367 2.003 -0.0118 -0.0336 -0.1087
H -0.047 0.606 -2.630 -0.0091 0.0059 0.0163
H 1.361 -2.532 0.005 0.0099 -0.0085 0.0284
H 2.416 1.403 -0.351 -0.0550 -0.0207 0.0250
H -0.230 -2.143 1.633 0.0491 0.0233 0.0033
H -1.447 -1.226 0.280 0.0098 0.0029 -0.0334
H 1.396 -1.179 -1.077 0.0362 0.0187 -0.0505
H -0.486 2.718 -1.202 -0.0064 -0.0217 0.0044



No. 2
57
Properties=species:S:1:pos:R:3:forces:R:3 method="wB97M-V/def2-TZVPD" total_charge=0 homo_lumo_gap_ev=8.44 multiplicity=1 smiles="COCCOC(=O)c1[nH]c2c(c1C)C(=O)C[C@H](c1cc(OC)c(OC)c(OC)c1)C2" total_energy_ha=-1435.93857 e_homo_ha=-0.2893
O 1.504 -0.545 -6.382 0.0650 0.0956 0.1599
O -0.965 -0.443 -4.126 0.1528 -0.0026 0.1421
O 0.846 -1.762 -3.810 0.1479 0.1847 0.3170
O 3.062 0.443 1.152 0.0643 -0.0367 0.0115
O -2.003 -1.772 2.248 -0.0178 0.3851 0.4876
O -2.141 -1.146 5.042 -0.0265 0.4547 -0.2915
O -1.260 1.074 5.929 -0.0920 -0.2737 -0.3432
N -0.335 1.016 -1.862 -0.1349 0.0481 -0.1010
C -1.740 -2.128 0.914 0.0277 -0.0706 -0.2559
C 1.584 -1.918 -6.119 -0.1267 -0.2314 0.3625
C -0.483 1.584 2.361 -0.1669 -0.0108 0.1134
C -0.581 1.843 3.723 0.0274 0.0420 0.1001
C 0.440 -0.041 -2.297 0.4781 -0.1521 0.3437
C 1.700 2.389 1.454 0.1056 0.0733 0.2009
C -0.957 0.379 1.876 -0.0563 -0.0445 -0.0862
C 2.130 1.108 0.753 -0.1219 0.3286 0.2148
C -2.139 -2.542 4.848 -0.0899 -0.4754 0.0351
C -1.131 0.908 4.583 -0.0716 -0.2514 0.0669
C -1.515 -0.578 2.719 -0.0559 -0.1180 0.1514
C 2.588 -1.201 -1.482 0.1771 -0.1337 0.0277
C -0.370 2.659 0.043 -0.0785 0.1809 0.0952
C 0.606 -2.421 -5.044 -0.0621 0.0733 -0.7771
C 0.192 1.538 -0.748 0.3838 -0.0522 0.1065
C 1.499 -0.197 -1.415 -0.4324 0.0989 -0.3192
C 0.032 -0.742 -3.497 -0.3094 0.0238 -0.1691
C 0.179 2.617 1.478 0.0446 0.0191 -0.0771
C -1.601 -0.327 4.093 -0.0035 -0.0663 0.1847
C -0.795 2.268 6.504 0.0885 0.2130 0.0739
C 0.328 -0.128 -7.041 -0.1300 0.0394 -0.0102
C 1.341 0.814 -0.432 -0.3436 -0.0594 -0.4544
H -2.283 -1.491 0.207 0.0469 -0.0123 0.0246
H -2.097 -3.153 0.812 0.0347 0.0666 -0.0549
H 2.175 -2.208 -1.512 0.0505 -0.0789 -0.0055
H -0.539 -0.141 -6.374 0.0645 -0.0213 -0.0878
H 0.512 0.896 -7.363 -0.0735 -0.0187 -0.0594
H -0.078 3.609 -0.420 -0.0470 -0.0089 0.0119
H 2.607 -2.080 -5.770 -0.0754 -0.1089 -0.0690
H -1.331 3.141 6.115 0.0333 -0.0353 0.0034
H -1.164 1.313 -2.355 0.0312 -0.0016 0.0731
H 0.281 2.402 6.346 -0.0481 0.0001 -0.0083
H 0.002 3.598 1.934 0.0098 -0.1088 -0.0643
H 3.237 -1.097 -0.618 0.0251 -0.0545 -0.0303
H -1.158 -2.901 4.524 -0.0291 0.0195 0.0068
H 3.169 -1.061 -2.393 0.0725 -0.0554 -0.0425
H -0.991 2.174 7.571 0.0331 0.0529 -0.0657
H -2.893 -2.854 4.122 0.1084 0.0063 0.1194
H -0.212 2.782 4.104 0.0284 0.1212 0.0868
H 1.413 -2.504 -7.035 0.0374 0.0056 0.0770
H -0.432 -2.251 -5.349 0.1747 -0.1308 0.0547
H 2.180 3.214 0.917 0.0598 0.0475 -0.0057
H 2.095 2.373 2.470 0.0354 -0.0124 -0.0638
H 0.125 -0.755 -7.917 0.0170 0.0215 -0.0325
H 0.774 -3.487 -4.872 -0.0245 0.0930 -0.0155
H -0.670 -2.092 0.687 -0.0299 0.0207 0.0033
H -0.902 0.172 0.823 -0.0257 -0.1088 -0.0915
H -2.375 -2.966 5.824 0.0437 -0.0081 -0.0582
H -1.462 2.618 0.054 0.0041 0.0281 -0.0158



No. 3
14
Properties=species:S:1:pos:R:3:forces:R:3 method="wB97M-V/def2-TZVPD" total_charge=0 homo_lumo_gap_ev=10.01 multiplicity=1 smiles="C1=C[C@H]2C[C@H]2C1" total_energy_ha=-233.36614 e_homo_ha=-0.3218
C -0.772 -0.815 -0.214 0.0247 -0.1988 -0.1033
C -0.302 0.488 -0.824 0.0394 0.1108 -0.1397
C 1.387 -0.417 0.614 -0.1096 -0.0642 0.0685
C 1.030 0.839 -0.152 0.0262 0.0453 -0.0419
C 0.371 -1.280 0.635 0.1010 0.0815 -0.0273
C -1.503 0.480 0.066 -0.1219 0.0779 0.0911
H 1.800 1.172 -0.855 -0.0791 -0.1819 0.0185
H 0.385 -2.244 1.136 -0.0475 0.1621 -0.0364
H -1.312 -1.561 -0.791 0.1245 0.1468 -0.0037
H 2.350 -0.560 1.097 -0.2368 0.0674 0.0859
H -1.431 0.969 1.035 0.0716 -0.2015 -0.0685
H -2.469 0.597 -0.421 0.1473 -0.0793 0.1577
H 0.885 1.661 0.563 0.0983 -0.0277 -0.1687
H -0.420 0.671 -1.887 -0.0379 0.0617 0.1679